Entry 1:
35
Properties=species:S:1:pos:R:3:forces:R:3:mulliken_charge:R:1 method="wB97M-V/def2-TZVPD" homo_ev=-9.2598 orbital_gap_ev=8.885 charge=0 lumo_ha=-0.0138 total_energy_ha=-1722.24335
O 3.5299 -2.2620 2.3181 0.87 0.17 -2.48 -0.36
N 3.4515 -2.0182 1.1446 0.59 -0.31 3.77 0.10
O 2.1146 -1.9575 0.8828 -2.38 1.50 -1.86 -0.18
C 1.8268 -1.3409 -0.3942 1.18 -1.36 -0.40 0.88
O 2.7613 -2.0271 -1.2875 -1.98 0.33 -0.52 -0.60
C 2.2028 0.2076 -0.6622 -0.95 -0.06 -2.15 -0.46
S 2.8550 1.2676 0.7167 5.57 -2.50 4.33 1.34
O 2.5591 0.7543 2.0977 -0.97 1.38 -3.70 -0.60
O 4.3649 1.3096 0.5465 -4.53 0.34 -0.90 -0.67
C 2.2810 3.0508 0.6602 -0.21 3.46 0.34 0.56
F 3.4269 3.8646 0.9069 -3.26 -2.23 -0.50 -0.19
F 1.7566 3.4663 -0.5807 0.91 -1.13 3.05 -0.19
F 1.3500 3.2438 1.7125 2.22 -0.27 -3.04 -0.19
N 1.0275 0.7108 -1.4569 -1.08 -0.03 0.25 -0.35
C 0.0735 -0.3737 -1.8836 -0.31 0.39 -0.48 0.07
O -0.6431 -0.3038 -2.8968 2.66 -0.35 4.02 -0.53
C 0.2863 -1.5242 -0.7875 0.12 -1.57 -1.99 0.12
C -0.8125 -1.7569 0.3639 -0.50 0.71 0.65 -0.89
C -2.1089 -0.8371 0.2531 -2.85 2.38 0.20 0.61
C -2.4372 0.0926 1.4694 -1.84 0.10 -2.69 -0.43
C -3.6390 1.0636 1.4766 0.87 -2.30 -3.02 -0.46
C -4.5575 1.1227 0.2331 2.75 -2.22 0.30 -0.32
C -4.2922 0.1860 -0.9768 2.17 0.15 3.11 -0.55
C -3.0692 -0.7968 -0.9707 -0.67 2.11 2.67 -0.22
H 2.3217 -2.2240 -2.1471 0.36 0.18 0.86 0.38
H 3.0805 0.2219 -1.4123 -1.12 -0.07 1.68 0.25
H 0.4091 1.3524 -0.9343 0.56 0.04 -0.46 0.35
H 0.2172 -2.4862 -1.4204 0.42 1.28 1.00 0.38
H -0.3459 -1.5556 1.3985 -0.64 -0.28 -1.69 0.36
H -1.0945 -2.8646 0.3480 0.35 1.62 -0.04 0.31
H -1.7514 0.0356 2.3752 -1.03 0.14 -1.34 0.24
H -3.8249 1.7262 2.3896 0.28 -1.11 -1.57 0.32
H -5.4283 1.8675 0.2413 1.44 -1.38 -0.18 0.30
H -5.0178 0.2604 -1.8517 1.32 -0.31 1.27 0.31
H -2.8739 -1.4760 -1.8722 -0.37 1.22 1.52 0.30

---

Entry 2:
31
Properties=species:S:1:pos:R:3:forces:R:3:mulliken_spin:R:1 method="wB97M-V/def2-TZVPD" homo_ev="-15.7515 / -15.7562" s_squared=2.1762 multiplicity=3 relative_energy_kcal_mol=0.0 orbital_gap_ev="6.849 / 6.951" charge=+2 lumo_ha="-0.3272 / -0.3236" total_energy_ha=-1929.03329
Mo -0.0437 -0.3150 1.4019 0.44 0.40 0.02 2.59
S 2.8306 -1.6413 -0.2547 -0.04 0.02 0.01 -0.04
C 2.8600 1.1460 -0.3065 -0.01 0.03 -0.03 0.02
C 3.9203 1.3651 -1.1469 -0.02 0.00 0.02 0.00
C 3.9264 2.5368 -1.9012 0.02 -0.04 0.00 -0.01
C 5.0115 2.7820 -2.8042 -0.02 0.07 -0.02 0.00
N 5.8792 2.9775 -3.5294 0.01 -0.04 0.01 -0.01
C 2.8737 3.4516 -1.7730 -0.01 0.01 0.01 0.01
C 1.8286 3.1985 -0.8890 0.00 -0.01 0.01 -0.02
C 1.8020 2.0292 -0.1404 0.02 -0.04 0.00 0.02
S 0.5055 1.8191 1.0451 0.02 0.10 0.01 -0.14
C 2.8595 4.6574 -2.5490 0.03 -0.01 -0.04 0.00
N 2.8373 5.6167 -3.1782 -0.02 0.01 0.02 0.00
H 4.7343 0.6565 -1.2320 0.00 0.00 0.00 0.00
H 1.0333 3.9244 -0.7829 0.00 0.00 0.00 0.00
C -2.6497 -3.5846 2.1323 0.00 -0.02 0.02 0.00
P -3.0149 -2.1218 1.1887 0.04 0.19 -0.17 0.00
C -3.4693 -2.5635 -0.4717 0.00 0.00 -0.01 0.00
C -4.3169 -1.1942 1.9651 -0.02 -0.01 0.00 0.00
O -1.7331 -1.2006 1.1225 -0.49 -0.59 0.17 0.05
H -3.5427 -4.2127 2.1626 0.00 0.00 0.00 0.00
H -2.3748 -3.3255 3.1551 0.00 0.01 0.00 0.00
H -1.8446 -4.1488 1.6611 0.00 0.00 0.00 0.00
H -4.3584 -3.1966 -0.4504 0.00 0.00 0.00 0.00
H -2.6553 -3.1115 -0.9466 -0.01 -0.01 0.00 0.00
H -3.6882 -1.6639 -1.0477 0.00 0.00 0.01 0.00
H -5.2219 -1.8046 1.9964 0.00 0.01 0.00 0.00
H -4.5211 -0.2897 1.3915 0.00 0.00 0.00 0.00
H -4.0368 -0.9278 2.9845 0.00 -0.01 0.00 0.00
O 2.9186 -0.0368 0.5163 0.05 -0.02 0.01 0.04
C 1.6506 -0.8221 0.6808 0.00 -0.06 -0.03 -0.52

---

Entry 3:
28
Properties=species:S:1:pos:R:3:forces:R:3:mulliken_charge:R:1 method="wB97M-V/def2-TZVPD" homo_ev=-7.6516 relative_energy_kcal_mol=1.0 orbital_gap_ev=8.035 charge=0 lumo_ha=0.0141 total_energy_ha=-778.61651
O -0.7405 -2.1260 -0.0204 -0.11 0.06 0.00 -0.66
C -1.0159 -0.9438 -0.0070 0.36 -0.24 0.00 0.70
N -0.0602 0.0309 0.0065 -0.25 0.96 0.02 0.30
N 1.2428 -0.2952 0.0015 0.78 -0.43 -0.01 -0.98
C 2.1217 0.6305 0.0145 -1.02 0.19 0.00 0.06
C 3.5068 0.2899 0.0075 0.73 0.17 0.00 0.12
C 4.6420 1.0854 0.0186 -0.61 -0.08 0.00 -0.71
C 5.7482 0.2273 0.0018 0.23 -0.29 0.00 -0.50
C 5.2658 -1.0614 -0.0186 0.52 0.02 0.00 -0.47
N 3.9182 -1.0114 -0.0151 -0.42 0.01 0.00 -0.02
C -2.4343 -0.4680 -0.0017 -0.21 0.21 0.00 -0.24
C -3.3947 -1.4805 0.0126 0.06 0.07 0.00 -0.62
C -4.7472 -1.2116 0.0172 -0.05 -0.04 0.00 -0.67
C -5.1759 0.1050 0.0062 0.09 0.05 0.00 -0.49
C -4.2466 1.1269 -0.0090 0.03 0.09 0.00 -0.69
C -2.8814 0.8605 -0.0127 -0.36 -0.29 0.00 1.34
O -2.0001 1.9079 -0.0278 0.04 0.14 0.00 -0.62
H -0.3286 1.0142 0.0174 0.00 -0.35 -0.01 0.54
H 1.8608 1.6954 0.0304 0.00 -0.09 0.00 0.34
H 4.6626 2.1573 0.0367 -0.06 0.21 0.00 0.42
H 6.7801 0.5178 0.0044 0.19 -0.01 0.00 0.42
H 5.7977 -1.9924 -0.0354 0.03 -0.16 0.00 0.41
H 3.2697 -1.7819 -0.0266 0.03 -0.01 0.00 0.23
H -3.0290 -2.4963 0.0194 0.05 -0.04 0.00 0.45
H -5.4627 -2.0187 0.0288 -0.05 -0.08 0.00 0.40
H -6.2293 0.3410 0.0092 -0.09 0.03 0.00 0.38
H -4.5777 2.1580 -0.0182 -0.03 0.08 0.00 0.24
H -2.4926 2.7391 -0.0402 0.10 -0.17 0.01 0.33

---

Entry 4:
25
Properties=species:S:1:pos:R:3:forces:R:3:mulliken_charge:R:1 method="wB97M-V/def2-TZVPD" homo_ev="-7.8929 / -8.7830" relative_energy_kcal_mol=143.0 orbital_gap_ev="7.454 / 8.334" charge=0 lumo_ha="-0.0161 / -0.0165" total_energy_ha=-593.64051
C -3.7491 -0.6682 0.0423 -0.67 1.20 0.43 -0.42
C -3.1227 -1.7223 -0.5331 2.80 2.10 0.59 -0.67
C -2.9915 0.4666 0.4520 -1.30 -0.35 -0.43 -0.47
C -1.7305 -1.7201 -0.6476 1.23 0.66 0.02 -0.69
C -1.6442 0.4792 0.3945 1.07 -1.14 -0.63 0.32
C -0.9542 -0.6703 -0.1541 -3.49 0.20 1.28 -0.01
C 2.8416 -0.0962 -0.0679 -0.65 -1.72 0.23 0.35
C -0.6175 1.5291 0.7936 -0.70 -1.34 1.54 -1.14
C 1.3896 0.2763 -0.2726 1.75 0.36 -1.02 0.07
C 0.6544 0.7149 0.9616 -0.72 0.43 1.71 -0.14
C 0.3739 -0.5640 0.2698 1.85 -0.54 0.27 0.46
C 3.7986 0.8095 -0.6821 2.26 -0.06 -2.28 -1.23
N 3.1809 -1.3107 0.2912 -0.19 2.24 -0.12 -0.12
O 2.5153 -2.2048 0.7933 -0.53 -0.02 -0.18 -0.42
H -4.8462 -0.7142 0.1341 0.64 0.39 0.04 0.33
H -3.6037 -2.4810 -0.9713 -2.06 -2.84 -1.23 0.51
H -3.4799 1.3662 0.7368 -0.64 0.48 0.55 0.43
H -1.1899 -2.5189 -1.1150 -0.06 -0.61 -0.07 0.44
H -0.5224 2.1764 -0.0114 0.24 1.62 -1.51 0.33
H -0.8432 2.0955 1.7020 -0.20 -0.09 -0.23 0.43
H 1.2108 0.8247 -1.2428 0.21 -0.61 1.01 0.32
H 1.1059 0.8506 1.9836 0.15 -0.58 -1.42 0.38
H 3.4361 0.9754 -1.7268 0.29 0.04 0.55 0.29
H 4.7869 0.2859 -0.8227 -0.86 0.61 0.35 0.37
H 4.0011 1.8205 -0.3075 -0.43 -0.42 0.57 0.28